# 1
Formula: C3H28NO11
Source: OMol25
Level of theory: the ωB97M-V functional and the def2-TZVPD basis

Each line ends with the Mulliken charge.
Cartesian coordinates (Å):
O 0.8895 -1.8034 2.2459  -0.792
O 0.3433 -0.6017 -2.1781  -0.716
O 2.4626 0.3819 2.4311  -0.716
O 3.1970 1.2058 -0.3522  -0.626
O -2.6890 2.8501 2.9974  -0.652
O 2.7399 -1.8072 -2.3499  -0.742
O -1.8794 -3.0601 1.0210  -0.683
O 0.7149 1.9058 -1.6409  -0.815
O -0.6045 1.2287 2.8719  -0.723
O 1.5150 2.8798 2.1558  -0.703
O 0.3622 -2.1020 -0.2862  -0.902
N -2.4015 0.4831 -2.0242  -0.410
C -3.0022 0.6622 -0.7118  -0.729
C -0.6964 -0.9194 -3.0874  -0.871
C -2.0658 -0.8711 -2.4093  -0.027
H 1.9952 2.0292 2.1910  0.461
H 0.1912 1.9634 -0.8093  0.321
H 0.8799 -2.6944 -0.8484  0.260
H -2.5490 -3.0018 0.3286  0.308
H -0.1627 1.9092 2.3632  0.426
H -2.8076 -1.2720 -3.1159  0.325
H -0.7077 -0.2096 -3.9163  0.341
H -2.0216 -1.6570 -1.6582  -0.198
H -0.0858 0.4084 2.8460  0.309
H 3.2987 0.4195 1.9809  0.279
H 2.6700 -1.8891 -1.3972  0.269
H 0.7886 0.9101 -1.8090  0.426
H -1.1652 -2.5211 0.6180  0.351
H -2.5450 1.4891 -0.1740  0.333
H -0.5607 -1.9696 -3.3907  0.323
H 0.2006 -2.3635 2.6288  0.292
H -3.4163 2.5445 2.4412  0.290
H 3.3121 0.2888 -0.6226  0.301
H 2.4555 1.4408 -0.9298  0.390
H 1.7846 3.1980 1.2665  0.296
H 0.2532 -1.4088 -1.1827  0.451
H 1.9669 -0.3872 2.0595  0.377
H -1.5193 0.9721 -2.0131  0.379
H -2.9740 -0.2581 -0.1744  0.179
H -2.1435 2.0492 3.0405  0.385
H 0.7585 -1.8708 1.2620  0.526
H 1.8848 -1.3877 -2.5718  0.406
H -4.0812 0.7563 -0.7755  0.302

Properties
- net charge = -1
- E (a.u.) = -1013.56948
- maximum force (eV Å⁻¹) = 1.510
- orbital gap (eV) = 9.11

---

# 2
Formula: C3H28NO11
Source: OMol25
Level of theory: the ωB97M-V functional and the def2-TZVPD basis

Each line ends with the Mulliken charge.
Cartesian coordinates (Å):
O -0.8374 -3.4644 -2.2875  -0.745
O 2.0844 3.0710 -1.7231  -0.651
O -0.3677 -0.1679 1.4858  -0.627
O 2.0873 -0.2167 1.9199  -0.956
O -2.7612 0.7574 2.5377  -0.710
O 3.5116 -0.4372 -0.1922  -0.792
O -0.2669 -3.2424 0.3747  -0.641
O -0.7812 1.9159 -2.1856  -0.519
O -0.4255 2.2954 2.8791  -0.659
O 2.0065 2.2190 1.6580  -0.728
O 2.4671 -1.2605 -2.3206  -0.773
N -1.0603 -0.2835 -1.3117  0.451
C -0.5602 0.5416 -2.4286  -0.620
C -2.4462 -0.1086 -0.7593  -0.243
C -2.8562 -1.2949 0.0864  -1.004
H 0.4642 0.2671 -2.6875  0.358
H -2.6402 -2.3130 -0.2973  0.242
H 3.0020 -0.4609 0.6935  0.522
H -0.5231 -3.5513 -1.3658  0.423
H 2.2704 -0.5354 2.8072  0.169
H 0.2032 -2.4246 0.1680  0.290
H 0.2796 -3.7872 0.9488  0.260
H -3.9201 -1.4188 0.2914  0.374
H -0.2709 1.6941 3.6068  0.301
H -1.0993 0.2336 -3.3295  0.349
H -2.1067 0.1228 2.1873  0.333
H 2.2386 3.1021 -0.7741  0.335
H -2.3942 -1.3298 1.0837  0.085
H 2.9232 -1.1451 -1.4057  0.474
H -2.2804 1.5810 2.7102  0.382
H -3.1637 -0.1795 -1.5949  0.378
H 1.5411 -1.3601 -2.0721  0.266
H 2.1775 1.1655 1.8494  0.397
H 2.9590 0.2760 -0.5553  0.287
H 2.7934 2.7321 1.8639  0.214
H 0.3870 2.5651 2.4224  0.323
H -2.7289 0.8604 -0.3429  0.300
H 1.1761 3.2950 -1.9346  0.384
H -0.5285 0.7452 1.2182  0.311
H 0.6994 -0.2946 1.5874  0.226
H 0.0764 2.2492 -1.9387  0.155
H -0.5308 0.0936 -0.4665  -0.192
H -0.7987 -2.5065 -2.4064  0.270

Properties
- net charge = -1
- E (a.u.) = -1013.53340
- maximum force (eV Å⁻¹) = 2.935
- orbital gap (eV) = 9.29

---

# 3
Formula: C3H2AlFO2
Source: OMol25
Level of theory: the ωB97M-V functional and the def2-TZVPD basis

Each line ends with the Mulliken charge.
Cartesian coordinates (Å):
Al -0.7077 0.1483 1.2215  0.190
F -0.3159 -0.9916 -2.3396  -0.158
O -0.5938 -0.1025 -0.2593  0.440
O -1.8595 0.3331 4.1427  0.106
C 1.3695 -0.2145 -1.6063  -0.496
C -1.4583 0.2397 3.1041  0.551
C 0.0818 0.0529 -1.3472  0.695
H 1.4002 0.8687 -2.1210  0.398
H 2.0836 -0.3341 -0.7950  0.274

Properties
- net charge = +2
- E (a.u.) = -607.24759
- maximum force (eV Å⁻¹) = 6.466
- orbital gap (alpha / beta) (eV) = 5.81 / 3.60

---

# 4
Formula: C3H2AlLiO2
Source: OMol25
Level of theory: the ωB97M-V functional and the def2-TZVPD basis

Each line ends with the Mulliken charge.
Cartesian coordinates (Å):
Al 1.8678 0.5248 0.7180  0.670
O 1.4231 -0.5884 -0.7495  -0.456
O -1.3447 0.2436 0.5388  -0.585
C -1.1323 0.7009 -0.8001  -0.175
C 0.2184 0.3252 -0.3419  0.515
C 0.1664 -0.7472 0.5375  -0.399
Li -1.6582 -1.6444 0.7432  0.965
H -1.6053 0.1468 -1.6220  0.228
H -1.3000 1.7807 -0.9134  0.237

Properties
- net charge = +1
- E (a.u.) = -515.41681
- maximum force (eV Å⁻¹) = 6.488
- spin multiplicity = 2
- orbital gap (alpha / beta) (eV) = 6.57 / 5.90

---

# 5
Formula: C3H2BiFO2
Source: OMol25
Level of theory: the ωB97M-V functional and the def2-TZVPD basis

Each line ends with the Mulliken charge.
Cartesian coordinates (Å):
Bi -0.3991 0.5421 -3.2809  1.103
F -0.1302 -1.8863 0.1695  -0.303
O -0.7445 -0.1485 -1.4571  -0.532
O 1.2112 0.2673 -0.2396  -0.399
C 0.8412 0.4558 1.1636  -0.298
C -0.3677 -0.2349 1.0433  -0.427
C -0.0417 -0.3665 -0.4325  1.167
H 0.9777 1.4768 1.5316  0.311
H -1.3468 -0.1060 1.5022  0.377

Properties
- net charge = +1
- E (a.u.) = -579.93021
- maximum force (eV Å⁻¹) = 6.524
- spin multiplicity = 2
- orbital gap (alpha / beta) (eV) = 3.92 / 3.75

---

# 6
Formula: C3H2Br2Cl2
Source: OMol25
Level of theory: the ωB97M-V functional and the def2-TZVPD basis

Each line ends with the Mulliken charge.
Cartesian coordinates (Å):
Br -1.8558 1.8884 0.7636  0.087
Br -0.7037 2.0208 -2.0621  -0.028
Cl -0.4260 -3.1158 0.1608  -0.205
Cl 2.3453 -2.8577 0.6161  -0.158
C 0.9560 -1.9626 0.4252  0.401
C -1.1595 0.9037 -0.5669  -0.133
C 0.7749 -0.6792 0.6630  -0.450
H 1.7470 -0.0932 0.7734  0.266
H -0.2220 -0.2901 0.3521  0.220

Properties
- E (a.u.) = -6183.75625
- maximum force (eV Å⁻¹) = 2.481
- orbital gap (eV) = 7.76

---

# 7
Formula: C3H2Br2N2O
Source: OMol25
Level of theory: the ωB97M-V functional and the def2-TZVPD basis

Each line ends with the Mulliken charge.
Cartesian coordinates (Å):
Br -0.8620 -2.0138 0.4318  -0.007
Br 2.0338 -0.8306 1.1936  -0.013
O 1.3131 -0.5318 -2.0158  -0.431
N -1.1807 1.0654 -0.5059  -0.144
N -0.7165 0.5910 -1.5359  -0.190
C -0.4897 0.6973 0.8114  -0.615
C 0.4429 -0.2429 -1.2501  0.530
C 0.3983 -0.6087 0.2396  0.123
H -1.2404 0.4870 1.5744  0.338
H 0.3014 1.3869 1.0568  0.408

Properties
- E (a.u.) = -5448.22180
- maximum force (eV Å⁻¹) = 4.229
- orbital gap (eV) = 8.69

---

# 8
Formula: C3H2Br2NO4S
Source: OMol25
Level of theory: the ωB97M-V functional and the def2-TZVPD basis

Each line ends with the Mulliken charge.
Cartesian coordinates (Å):
Br -3.3525 -0.9359 0.2798  -0.826
Br 3.0423 0.0702 0.3697  -0.036
S 5.4122 -0.4707 -0.4438  0.966
O 5.9639 0.3392 0.6012  -0.458
O 1.2227 -2.3242 2.3835  -0.536
O 5.3831 0.0602 -1.8014  -0.444
O 5.3944 -1.9092 -0.3299  -0.429
N -0.4014 -1.8444 0.5330  -0.108
C 0.7928 -1.7815 1.3738  0.526
C 0.2838 -0.9635 -0.3858  -0.077
C 1.3132 -0.7334 0.4801  -0.214
H -0.2469 -0.5028 -1.1005  0.454
H -1.4986 -1.6813 0.6404  0.181

Properties
- net charge = -1
- E (a.u.) = -6017.43612
- maximum force (eV Å⁻¹) = 5.350
- orbital gap (eV) = 6.33

---

# 9
Formula: C3H2Br2O
Source: OMol25
Level of theory: the ωB97M-V functional and the def2-TZVPD basis

Each line ends with the Mulliken charge.
Cartesian coordinates (Å):
Br 0.0765 -0.5547 -2.3601  -0.085
Br -1.0277 1.8593 -0.4600  -0.081
O 1.4726 0.6454 -0.3081  -0.345
C -0.3746 -0.8041 0.4772  -0.622
C -0.6703 -1.2425 1.5428  0.033
C 0.2408 0.2715 -0.5666  0.295
H 1.4521 1.4714 -0.8033  0.439
H -1.1694 -1.6461 2.4781  0.366

Properties
- E (a.u.) = -5338.66896
- maximum force (eV Å⁻¹) = 5.472
- orbital gap (eV) = 10.24

---

# 10
Formula: C3H2Br3NO
Source: OMol25
Level of theory: the ωB97M-V functional and the def2-TZVPD basis

Each line ends with the Mulliken charge.
Cartesian coordinates (Å):
Br -3.5105 -0.9171 0.8715  -0.055
Br -0.7892 -2.2548 -0.6062  -0.151
Br -2.9591 1.5944 -1.0057  -0.098
O -0.4887 1.5374 2.6092  -0.345
N -0.0025 0.0366 0.8136  -0.001
C -0.5552 0.8493 1.6705  0.288
C -0.8793 -0.3014 -0.2857  -0.077
C -2.2126 0.2841 0.1699  -0.177
H -0.5316 0.1607 -1.2184  0.366
H 0.9602 -0.3102 0.8743  0.250

Properties
- E (a.u.) = -7967.47270
- maximum force (eV Å⁻¹) = 3.305
- orbital gap (alpha / beta) (eV) = 8.17 / 8.17

---

# 11
Formula: C3H2Br4F2
Source: OMol25
Level of theory: the ωB97M-V functional and the def2-TZVPD basis

Each line ends with the Mulliken charge.
Cartesian coordinates (Å):
Br 1.3913 -0.2002 -1.9476  -0.004
Br -2.4947 0.1190 -0.7254  -0.070
Br -0.0760 -1.2957 2.3872  -0.119
Br 2.1209 0.9720 0.9709  0.015
F -0.6083 1.9993 -1.4795  -0.154
F -1.2244 2.1195 0.6167  -0.162
C 0.3773 -1.3961 0.3955  -0.691
C -1.0548 1.3077 -0.4393  0.543
C 0.8671 -0.0366 -0.0858  -0.198
H 1.2315 -1.9908 0.2574  0.468
H -0.5299 -1.5981 0.0497  0.372

Properties
- E (a.u.) = -10611.18967
- maximum force (eV Å⁻¹) = 5.924
- orbital gap (eV) = 8.49

---

# 12
Formula: C3H2Br4O2
Source: OMol25
Level of theory: the ωB97M-V functional and the def2-TZVPD basis

Each line ends with the Mulliken charge.
Cartesian coordinates (Å):
Br -2.3160 0.2972 -1.3031  -0.026
Br -1.9944 -0.6188 2.5538  -0.120
Br 0.1300 0.3270 -3.3140  -0.083
Br -0.3408 -2.6309 0.4400  -0.095
O -0.4369 2.3146 -1.4327  -0.356
O 0.5469 -0.2321 1.5816  -0.273
C 1.5441 0.0931 0.7959  -0.459
C -0.7845 1.2824 -1.8610  0.471
C -0.3257 -1.1105 1.6423  0.327
H 1.5958 -0.3285 -0.2064  0.270
H 2.3813 0.6064 1.1036  0.343

Properties
- E (a.u.) = -10561.86696
- maximum force (eV Å⁻¹) = 5.731
- spin multiplicity = 3
- orbital gap (alpha / beta) (eV) = 6.57 / 9.78

---

Which value of maximum force does entry 10 give?
3.305 eV Å⁻¹